Entry from the OMol25 dataset: C86H192As4ClF24N10 as an isolated structure at a distorted geometry (the ωB97M-V functional and the def2-TZVPD basis).

F_max ... 3.06 eV/Å
HOMO ... -14.70 eV
Energy ... -428261.13326 eV
HOMO-LUMO gap ... 0.2183 Eh

```
! RIJCOSX wB97M-V def2-TZVPD def2/J DEFGRID3
* xyz 5 1
F 0.67 -0.28 -6.53
H -3.63 3.87 2.61
H 1.92 -4.19 7.94
H 1.56 5.35 2.98
N -4.24 0.88 4.11
H 6.99 -0.07 -1.70
H 0.55 -0.67 7.11
F 4.65 1.24 -0.33
H 4.07 1.57 -12.46
H -4.63 -4.99 6.05
C 0.62 5.87 2.79
H 2.71 0.51 -12.51
C 1.11 -1.05 1.60
C -5.75 0.92 3.91
F 1.04 -1.86 -8.54
C 0.87 7.45 -3.46
H 3.30 -1.46 -4.41
C 0.16 4.82 0.07
H 3.94 0.51 1.98
H 2.77 -3.04 -2.73
H -0.90 -0.85 2.26
H 7.95 -0.96 1.00
C -0.33 0.65 -1.50
C 5.52 1.39 6.08
H -6.15 0.02 4.37
C 4.28 2.23 -5.70
H 7.63 -2.03 -3.58
H -2.13 -4.92 -2.77
H 5.45 0.60 2.73
F 2.36 2.53 -0.06
H -1.03 -5.99 5.22
H 8.45 0.55 0.38
H -3.83 -6.02 3.81
Cl 4.56 -2.91 2.08
C 6.27 -1.94 -0.94
H -4.45 -4.72 -8.16
H -0.67 -2.88 5.55
F 0.30 -4.96 -2.97
H -2.02 -5.63 2.68
H -2.58 1.90 3.16
C -0.32 -0.56 1.39
H 6.70 0.27 0.70
C -3.90 9.90 -3.43
H 2.59 1.51 6.33
H 7.55 -3.61 -2.64
C -3.78 3.83 4.82
H -3.68 -3.16 1.66
H -0.20 7.63 -3.37
H 5.27 -4.52 -2.50
N 1.06 6.10 0.32
H 3.47 3.06 6.76
C -4.44 2.87 5.79
H 7.30 0.20 7.60
C 0.01 -5.10 2.89
F 1.83 -5.12 -0.84
H -4.85 -4.85 -1.50
H 3.86 -2.40 7.66
H -1.23 -6.96 7.18
H -5.15 -1.65 2.94
C -0.58 4.99 2.45
H 0.51 6.43 3.72
H -1.31 -6.82 -4.73
H 0.20 -4.97 1.82
H 2.82 4.94 1.20
F -3.87 1.65 -2.98
H -4.68 -7.32 -8.01
H -1.31 2.59 -3.01
C -3.39 -6.22 7.31
H 4.58 -0.66 -7.60
H 2.45 1.85 -10.54
H 4.98 3.01 -7.54
H -6.10 10.40 -6.81
H -2.32 -2.42 2.52
H -0.82 -2.60 9.91
C -4.84 9.15 -5.68
F 4.62 3.71 -0.56
H 0.24 1.32 -0.86
C -3.38 -2.67 2.59
H -3.62 -9.14 3.86
C -0.70 -3.74 8.14
H 5.13 3.02 2.12
H 4.42 1.38 -5.04
H -4.51 10.80 -3.40
H 2.33 0.18 0.32
H 1.93 -2.85 9.06
C 0.33 -3.10 5.93
C 0.96 7.16 -0.78
C -4.62 -5.33 -7.28
H -5.58 11.24 -5.32
F -5.53 1.95 0.25
F -5.09 3.53 -1.65
N -2.59 -7.51 4.76
C 4.75 3.00 4.18
C 1.99 -0.85 0.40
H -3.58 -1.14 4.85
H -3.89 -0.81 1.90
N -3.28 -6.02 -5.25
H 2.91 -1.42 0.50
H -5.71 -5.34 -7.27
H -7.64 8.96 -5.69
C 0.82 6.89 1.64
F 4.92 2.15 -2.66
C -3.76 -4.92 -1.54
H 2.58 0.12 -10.15
H 5.90 2.35 6.41
C -4.07 1.36 5.61
H -0.56 -2.94 -1.82
H -0.42 -4.73 7.79
H 2.72 3.34 -8.05
F 2.82 3.53 -2.41
H -1.97 -0.92 -0.01
F -0.28 -3.68 -7.28
H 5.09 0.59 -9.46
C 0.00 -1.39 7.71
H 3.67 -2.52 5.17
H 2.81 0.65 4.23
C 3.13 1.00 -10.47
H 6.58 1.06 8.85
H -3.41 -8.18 -5.82
F 0.65 -7.28 -0.17
H -0.88 -6.92 2.28
H 5.37 -1.51 -0.50
H -4.89 -7.29 -5.47
F -1.25 -1.35 -7.78
H -0.08 7.48 -0.77
As 0.15 -2.00 -6.92
H -1.59 -3.39 7.62
F 2.81 1.08 -2.21
H 6.66 -2.86 -0.50
H 3.01 -0.62 -8.27
H -1.88 5.29 -2.16
C 5.11 0.54 7.27
H 4.61 -0.41 7.06
N 4.28 1.87 5.16
H -4.71 -4.49 -5.36
H 1.08 -2.12 1.78
C -5.86 10.28 -5.76
H -7.74 10.69 -5.12
H -0.15 7.33 1.39
H -0.25 -4.15 3.34
C 2.88 -2.35 7.19
H -3.04 1.16 5.90
H -4.30 -6.70 7.66
H 5.80 1.38 -7.17
C -1.11 -6.14 3.01
C 2.53 5.65 0.43
H 3.37 2.80 2.53
H -3.03 -6.67 -7.82
H -3.16 -5.52 8.12
H -3.53 -3.99 -3.43
H -3.57 -3.33 3.43
H -5.43 8.38 -6.18
C -3.75 7.40 -4.21
H -4.35 3.29 6.79
H -5.24 3.41 3.21
H 1.48 -0.64 2.55
H -7.93 9.05 -3.40
H -4.78 -6.12 -3.83
H -3.25 -5.67 -0.94
C -3.89 -4.79 -6.01
H -6.27 1.73 4.41
C 7.34 -0.84 -1.02
H 2.34 6.41 -2.23
H -5.51 3.07 5.73
H -4.19 6.71 -2.23
H -1.84 -5.40 10.25
H 3.40 -0.22 -6.50
N -4.59 8.75 -4.18
H -6.67 10.36 -3.26
H 3.10 6.58 0.54
H 1.96 -1.02 -1.78
F 1.73 -2.44 -6.10
H -0.93 -2.27 0.33
H -2.93 -4.02 9.80
H -1.97 -3.94 11.24
C 1.27 6.63 -2.23
H 1.08 6.94 -4.40
H -2.91 7.53 -4.88
H -4.34 6.61 -4.67
H 4.68 2.31 -9.80
As -4.68 1.79 -1.37
H 2.99 -3.95 5.63
C -3.82 -6.51 4.78
C -2.73 -8.58 3.59
C -3.67 1.85 3.08
H 4.68 3.13 -5.23
C 7.63 -0.17 0.33
F -6.19 1.29 -2.15
H -1.76 -9.04 6.19
C 5.07 -1.23 -3.10
H -4.26 4.79 5.02
H -0.20 -1.84 -3.05
H -1.82 -1.73 -2.27
H -5.93 0.90 2.83
H -3.22 -6.97 -3.34
H -0.42 0.53 1.40
C 3.89 0.73 4.24
C -4.17 3.31 3.38
H 0.46 -4.18 5.93
H 1.61 7.59 1.89
N -0.13 -0.92 -1.15
H 4.34 -0.20 4.62
C -3.21 -4.92 -2.95
H 0.21 -4.04 10.01
C 4.93 2.03 -7.07
F -0.71 -5.02 -0.58
H 0.59 4.20 -0.71
As 3.67 2.38 -1.37
C -2.56 -8.31 6.10
H -3.16 -3.98 -6.05
H -3.80 1.45 2.08
C -2.47 5.51 -3.05
H 1.67 7.94 -0.51
C -0.28 2.41 -3.29
H 0.11 -1.14 8.77
H -0.92 4.39 3.30
C -7.13 9.79 -5.20
F -4.21 0.07 -0.92
H -4.57 0.59 6.20
H -3.14 4.66 -3.23
C 6.35 0.26 8.14
H 2.48 2.97 5.27
H -0.77 5.25 -0.31
H -1.74 5.66 -3.85
H 4.43 -0.79 -2.33
F -1.02 -6.96 -2.14
H -6.21 7.36 -3.82
F -0.79 -2.22 -5.37
F -3.06 2.34 -0.63
H -3.86 9.37 -6.12
H -2.49 -0.24 3.79
H 0.41 3.15 -2.87
H 4.66 -2.35 -5.01
H 2.74 3.56 -5.63
C 4.19 -2.00 -4.09
C -3.69 -6.09 -3.77
C -3.31 6.83 -2.86
C 1.52 -2.46 5.12
H -2.80 -8.14 2.59
C 3.60 0.73 -11.93
H -2.34 -7.88 8.14
H 1.51 -2.47 -0.99
H 5.79 -0.48 -3.41
H 2.22 1.83 -5.50
H -0.83 0.48 -3.44
H -3.63 9.64 -2.41
C -1.97 -4.31 10.22
H -2.70 7.59 -2.37
H 4.38 -3.66 -1.27
H 1.19 8.49 -3.53
As 0.41 -6.06 -1.53
N 0.40 -2.84 7.44
C 1.36 -1.39 -0.94
C -2.25 -7.32 7.20
H -3.05 10.13 -4.06
C 3.64 -0.09 -7.55
C -3.53 -0.50 3.97
H 1.46 -2.87 4.11
C 4.84 -3.55 -2.25
C -0.16 4.00 1.34
C 2.85 2.55 -6.02
H -4.75 -7.06 4.95
C -6.96 9.42 -3.74
C -5.93 8.34 -3.43
H -0.96 3.27 1.20
F 1.55 -7.05 -2.51
N 3.84 1.40 -7.96
C -0.73 -3.65 9.63
H 2.86 5.17 -0.50
C 7.03 -2.87 -3.23
C 3.70 -3.20 -3.26
H 6.19 0.80 5.45
H -3.42 -4.02 -1.02
H -0.38 -7.43 4.72
N 5.83 -2.40 -2.35
H 4.29 -0.11 -11.90
H 6.25 -0.64 8.74
H -3.00 -4.72 5.82
C 4.40 2.51 2.76
H 0.66 3.44 1.80
H -1.90 -9.28 3.67
H -1.48 -6.29 -6.43
C -3.69 -5.55 5.96
C -0.92 -1.20 0.13
C -4.04 -6.68 -7.40
C 4.31 1.36 -9.42
H -1.39 0.81 -1.33
H 1.44 -1.38 5.14
C 2.82 -2.88 5.75
H 2.61 -1.30 7.23
H 5.83 3.07 4.31
C 2.70 2.38 -7.55
H 4.46 1.12 7.92
H 0.95 -5.47 3.30
H 8.18 -1.23 -1.59
H -2.70 3.94 4.90
H 4.35 3.95 4.54
C -1.71 -6.05 -5.39
H -1.43 5.61 2.16
C -3.91 -7.22 -5.95
H 0.73 5.70 -2.37
H -0.12 2.70 -4.33
H -1.42 -5.04 -5.10
C -4.11 -1.34 2.82
H -1.08 -1.33 7.61
H 1.80 1.82 -7.79
H -5.77 8.18 -2.36
C 4.43 0.99 2.82
C -1.21 -6.78 4.48
H 0.94 0.58 -3.34
H -3.52 -8.79 6.25
H 3.58 -4.02 -3.97
C 0.01 1.01 -2.98
C 1.87 -3.10 8.00
C 3.10 2.41 5.97
C -0.75 -1.91 -2.12
H 6.49 -3.25 -4.10
*
```